{"formula": "C26H28As2N3O2SbSe4W", "method": "the ωB97M-V functional and the def2-TZVPD basis", "e_above_lowest_kcal_mol": 38.6, "homo_lumo_gap_ev": [5.210, 5.209], "species": ["W", "C", "As", "C", "C", "C", "C", "C", "C", "C", "As", "C", "C", "H", "H", "H", "H", "H", "H", "H", "H", "H", "H", "H", "H", "H", "H", "H", "H", "C", "O", "C", "C", "C", "C", "C", "C", "N", "N", "C", "C", "C", "C", "O", "C", "N", "C", "C", "C", "C", "H", "H", "H", "H", "H", "H", "H", "H", "H", "H", "H", "H", "Se", "Sb", "Se", "Se", "Se"], "positions_angstrom": [[0.6639, -0.5486, -0.2053], [-0.9708, 0.8664, 3.2203], [0.5759, 0.0861, 2.3720], [1.0571, -1.2699, 3.6835], [1.9406, 1.4232, 2.6305], [2.0760, 2.0385, 3.8736], [3.0398, 3.0138, 4.0703], [3.8659, 3.3851, 3.0185], [3.7263, 2.7854, 1.7781], [2.7635, 1.7946, 1.5648], [2.7036, 1.0115, -0.2146], [4.3989, 0.0367, -0.1103], [2.1590, -1.9117, 0.7874], [-1.1618, 1.8471, 2.7895], [-0.7844, 0.9661, 4.2887], [-1.8370, 0.2310, 3.0385], [0.9909, -0.8208, 4.6741], [2.0655, -1.6342, 3.5208], [0.3561, -2.1026, 3.6343], [1.4263, 1.7589, 4.6945], [3.1400, 3.4870, 5.0381], [4.6148, 4.1535, 3.1608], [4.3640, 3.0980, 0.9597], [4.5356, -0.5016, 0.8243], [5.1973, 0.7716, -0.2157], [4.4570, -0.6533, -0.9513], [2.8327, -1.4573, 1.5086], [2.7598, -2.3066, -0.0355], [1.6412, -2.7454, 1.2655], [-8.1468, 0.5343, -0.2359], [-8.4549, -0.7320, -0.8092], [-7.4822, -1.3486, -1.5087], [-6.2581, -0.7577, -1.8153], [-5.2888, -1.4635, -2.5023], [-5.5518, -2.7670, -2.9231], [-6.8106, -3.3251, -2.6711], [-7.7637, -2.6412, -1.9552], [-4.7134, -3.6484, -3.6427], [-3.4823, -3.6367, -3.6896], [-2.5776, -2.6769, -3.0905], [-1.8362, -1.8549, -3.9135], [-0.6268, -1.3159, -3.4877], [-0.1166, -1.6033, -2.2306], [1.1868, -1.3496, -1.8813], [-0.9726, -2.2856, -1.3118], [-0.5704, -2.3208, -0.0011], [-1.2958, -2.9863, 0.8705], [-2.4141, -3.7454, 0.4788], [-2.8661, -3.6573, -0.8051], [-2.1773, -2.8583, -1.7542], [-9.0297, 0.8313, 0.3222], [-7.9293, 1.2787, -1.0037], [-7.2985, 0.4483, 0.4478], [-6.0356, 0.2574, -1.5253], [-4.3593, -0.9515, -2.7086], [-7.0049, -4.3192, -3.0519], [-8.7299, -3.0747, -1.7367], [-2.1449, -1.7175, -4.9414], [-0.0036, -0.7581, -4.1747], [-1.0028, -2.9188, 1.9105], [-2.9436, -4.3152, 1.2278], [-3.7695, -4.1719, -1.1065], [-3.8102, 3.1833, 2.4768], [-3.8155, 1.6790, 0.6737], [-0.5693, 1.3554, -0.2946], [-3.9616, 2.4018, -1.5725], [-3.7065, -0.6899, 1.0182]]}